The following is a quantum chemistry calculation of a cluster of 2 separate species, C20H38BF3N2O10S2 in total in a non-equilibrium geometry, from the Open Molecules 2025 dataset.

Geometry (Å):
S  0.722  1.164  1.718
S  3.274  -5.258  1.185
F  -3.687  -5.401  2.384
F  -4.495  -4.064  0.766
F  -2.950  -5.728  0.290
O  3.861  -6.826  0.951
O  0.830  -2.704  2.183
O  0.056  -3.523  5.681
O  1.129  -2.308  6.977
O  2.373  -1.025  2.030
O  3.910  -4.771  2.450
O  -0.991  3.330  -0.669
O  -0.459  -0.975  2.971
O  1.793  -5.373  1.246
O  -1.820  -2.837  0.502
N  0.055  -2.407  6.456
N  -1.495  3.674  -1.868
C  3.069  -1.722  -0.547
C  -3.334  -4.742  1.185
C  -1.165  -0.398  0.581
C  0.079  1.894  -2.709
C  -2.886  5.431  -2.955
C  -2.180  -3.724  1.552
C  -1.913  5.105  -1.791
C  -2.318  -1.500  0.700
C  -0.713  6.072  -1.829
C  -0.476  3.327  -2.898
C  -1.135  3.278  -4.295
C  -0.020  -0.570  1.663
C  0.708  4.312  -2.921
C  -0.582  -3.260  4.387
C  1.564  -2.003  -0.114
C  1.213  -1.578  1.377
C  0.270  5.772  -2.956
C  4.136  -2.758  0.007
C  -2.740  5.402  -0.519
C  3.818  -4.287  -0.309
B  0.252  -2.185  3.464
H  -1.252  -4.351  1.773
H  3.358  -0.654  -0.307
H  -3.023  -1.288  -0.180
H  4.365  -2.650  1.113
H  -0.732  1.163  -2.658
H  -2.935  -1.346  1.631
H  -0.451  2.847  -5.032
H  -2.462  -3.229  2.526
H  1.481  1.282  2.879
H  4.134  -7.118  1.849
H  1.350  4.112  -3.784
H  -0.812  -0.306  -0.486
H  2.932  -1.733  2.394
H  3.117  -4.424  -1.190
H  -2.032  2.652  -4.284
H  1.149  6.417  -2.853
H  -0.171  6.029  -0.877
H  -2.383  5.862  -3.822
H  -1.683  0.593  0.823
H  -2.158  5.297  0.399
H  5.121  -2.524  -0.524
H  1.337  4.158  -2.037
H  -1.069  7.104  -1.928
H  -1.407  4.257  -4.687
H  -0.680  -4.272  3.866
H  0.723  1.617  -3.547
H  0.687  1.797  -1.806
H  3.111  -1.803  -1.689
H  1.272  -3.104  -0.210
H  -3.609  4.741  -0.453
H  -1.652  -2.876  4.540
H  1.253  -2.024  4.114
H  4.809  -4.767  -0.614
H  0.908  -1.454  -0.865
H  -3.436  4.544  -3.279
H  -0.168  6.015  -3.928
H  -3.640  6.164  -2.659
H  -3.107  6.432  -0.531

Results
Lowest unoccupied orbital energy (alpha / beta) in eV: 2.2 / 1.8
Expectation value of S²: 0.75
Total charge: -1
Spin multiplicity: 2
Energy in eV: -75306.5440
M in u: 598.47

Mulliken population analysis, charges in e, atoms 1 to 5:
1 S -0.32
2 S 1.23
3 F -0.29
4 F -0.28
5 F -0.26


The following is a quantum chemistry calculation of a structure of composition C25H24CaN6O6S2Se3Te2 in a non-equilibrium geometry, from the Open Molecules 2025 dataset.

Geometry (Å):
Te  -5.345  2.200  -1.506
Te  -5.294  -0.489  1.727
Se  -3.033  1.377  -1.009
Se  -3.011  0.137  0.926
Se  0.398  -2.522  0.499
Ca  -0.642  0.012  -0.113
S  -0.640  3.068  -0.314
S  -0.599  -1.312  -4.136
O  5.926  2.039  -5.592
O  -1.129  -1.745  -1.261
O  -0.163  1.071  -1.866
O  4.461  3.407  -6.366
O  1.346  -0.233  -0.947
O  -0.651  1.997  0.749
N  -1.065  -2.492  1.451
N  -2.217  -1.775  -2.033
N  4.795  2.499  -5.621
N  1.379  -3.200  1.799
N  0.515  0.053  2.304
N  2.713  -0.095  1.574
C  -3.397  -2.062  -1.440
C  1.333  -0.288  4.946
C  0.974  0.558  -1.857
C  2.245  -0.348  3.919
C  -2.109  -1.473  -3.367
C  0.046  -3.968  5.111
C  4.175  0.947  -3.826
C  -1.726  -3.055  3.718
C  1.580  1.955  -3.835
C  -0.346  0.140  3.324
C  0.973  -3.902  4.115
C  -0.785  -2.965  2.657
C  1.804  -0.151  2.599
C  2.504  2.449  -4.733
C  3.802  1.951  -4.711
C  -1.302  -3.543  4.916
C  1.054  3.711  -0.145
C  0.002  -0.014  4.652
C  -1.443  4.466  0.505
C  -4.545  -1.509  -3.436
C  1.952  0.982  -2.914
C  3.243  0.467  -2.928
C  -3.337  -1.333  -4.054
C  -4.582  -1.921  -2.099
C  0.584  -3.378  2.851
H  -3.267  -1.052  -5.094
H  1.726  2.915  -0.465
H  3.294  -0.544  4.103
H  2.339  -0.164  0.631
H  2.248  3.211  -5.455
H  -2.743  -2.719  3.549
H  -5.506  -2.068  -1.561
H  0.338  -4.348  6.084
H  -2.510  4.245  0.515
H  -1.060  4.546  1.522
H  1.189  4.586  -0.783
H  3.566  -0.606  1.722
H  -3.328  -2.369  -0.407
H  1.995  -4.228  4.265
H  -5.470  -1.332  -3.969
H  -1.377  0.341  3.052
H  1.238  3.945  0.903
H  3.499  -0.312  -2.223
H  -0.754  0.059  5.420
H  -1.253  5.372  -0.071
H  1.653  -0.461  5.967
H  5.187  0.571  -3.856
H  -2.000  -3.605  5.742
H  0.555  2.303  -3.828

Results
Lowest unoccupied orbital energy in eV: 2.8
Total charge: -2
Energy in eV: -298275.2327
M in u: 1100.80

Mulliken population analysis, charges in e, atoms 1 to 5:
1 Te -0.56
2 Te -0.55
3 Se -0.25
4 Se -0.41
5 Se 0.59


The following is a quantum chemistry calculation of a structure of composition C59H71Br12F5NO13 in a non-equilibrium geometry, from the Open Molecules 2025 dataset.

Geometry (Å):
Br  -5.804  -4.902  4.221
Br  -5.545  0.076  -3.373
Br  -4.494  -2.679  2.205
Br  -0.725  -5.573  -3.040
Br  -8.134  2.033  1.242
Br  -3.621  0.518  -6.001
Br  2.320  -4.528  -3.434
Br  0.016  -4.403  -5.893
Br  -5.387  0.693  0.778
Br  -3.222  -3.199  5.013
Br  -3.571  -2.222  -4.567
Br  -5.758  3.834  -0.125
F  5.003  2.262  -1.422
F  -0.535  -0.841  5.328
F  -3.387  -6.124  -0.800
F  6.123  1.935  2.121
F  1.898  4.048  -8.157
O  1.580  -0.419  -7.675
O  -0.798  4.620  -0.679
O  -3.672  2.953  4.026
O  -1.577  5.924  -2.365
O  -0.486  -0.644  -2.614
O  1.852  4.504  5.963
O  -1.725  3.698  4.749
O  2.282  2.432  6.387
O  -3.076  5.175  3.868
O  -2.096  3.740  -2.164
O  -0.481  0.058  -7.202
O  1.835  3.867  8.150
O  0.254  0.501  -9.273
N  -0.273  -0.487  -1.140
C  -4.661  -4.182  -1.424
C  4.909  1.645  -3.707
C  5.244  -0.798  4.391
C  1.482  -3.797  7.328
C  2.704  2.502  5.015
C  0.438  0.063  -8.156
C  0.391  -4.240  -3.957
C  1.179  -2.489  5.312
C  -7.035  -5.358  -0.571
C  -0.288  -2.243  7.273
C  -5.837  -3.560  -1.653
C  0.984  3.407  -4.196
C  -2.738  -0.908  -0.650
C  -4.920  -3.111  4.080
C  2.164  4.132  -4.501
C  4.513  -1.594  3.551
C  1.578  3.841  -6.853
C  7.002  -0.129  -3.269
C  4.266  -1.171  2.246
C  4.815  0.038  1.746
C  -1.737  2.658  -1.387
C  1.896  -3.442  6.004
C  0.072  3.010  -5.233
C  5.487  0.982  -4.795
C  6.439  0.516  -2.206
C  5.566  0.798  2.581
C  -0.040  -0.538  -6.016
C  -1.178  -2.798  -0.580
C  -1.297  -1.227  -0.335
C  1.208  -0.088  0.813
C  -6.592  1.993  -0.036
C  -3.426  0.640  3.678
C  -3.811  -0.290  -4.208
C  1.342  -1.074  -6.467
C  5.810  0.411  3.895
C  -2.869  4.041  4.195
C  -5.816  -6.031  -0.368
C  5.459  1.459  -2.437
C  -0.918  3.287  -0.335
C  -1.495  4.872  -1.795
C  0.376  -3.180  7.937
C  -3.063  1.795  4.635
C  2.508  4.216  -5.836
C  -1.657  2.301  4.673
C  0.109  -1.844  5.986
C  0.326  -0.857  1.635
C  -1.169  -0.848  1.194
C  0.352  3.266  -6.586
C  -7.068  -4.156  -1.204
C  6.520  0.114  -4.557
C  -1.522  3.355  1.078
C  -4.587  -5.437  -0.803
C  2.029  1.347  4.356
C  2.122  3.872  4.684
C  2.074  3.625  6.920
C  2.330  -0.674  -5.439
C  1.945  0.621  -1.503
C  1.926  -1.868  -0.895
C  1.146  -0.500  -0.726
H  -4.484  0.383  3.709
H  0.684  -1.878  1.764
H  -2.581  2.085  -1.001
H  -2.893  -0.269  3.956
H  3.596  -1.793  1.671
H  -5.780  -6.894  0.280
H  4.706  0.443  0.750
H  2.248  -0.087  1.142
H  -3.757  -3.771  -1.850
H  0.118  2.948  -0.354
H  -2.585  3.581  1.167
H  -3.109  0.117  -3.480
H  6.694  0.343  -1.171
H  2.938  4.454  4.257
H  -0.274  2.855  -7.364
H  -0.821  2.534  -4.857
H  3.928  -2.439  3.883
H  -0.617  -1.362  -5.597
H  5.076  1.059  -5.791
H  -1.184  -1.834  7.717
H  6.898  -0.576  -5.297
H  -1.229  2.029  5.638
H  -1.141  2.011  -2.031
H  -1.432  2.377  1.550
H  0.108  -3.237  -3.637
H  2.024  -0.947  -4.429
H  4.139  2.379  -3.897
H  6.344  1.045  4.588
H  1.300  3.833  3.970
H  -2.051  -3.323  -0.191
H  1.016  0.983  0.874
H  2.752  -3.958  5.595
H  -0.256  -3.285  -0.260
H  5.386  -1.127  5.410
H  -7.956  -5.811  -0.236
H  -1.811  -1.515  1.769
H  -1.522  0.183  1.213
H  3.442  4.650  -6.159
H  -1.055  4.115  1.704
H  1.962  -4.496  7.997
H  3.794  2.531  4.997
H  2.524  0.398  -5.484
H  1.420  -2.249  4.287
H  1.466  1.600  -1.471
H  0.019  0.147  -5.170
H  7.787  -0.865  -3.177
H  -3.075  0.888  2.676
H  0.108  -3.284  8.978
H  2.787  4.398  -3.660
H  -5.691  -2.410  4.400
H  2.994  0.649  -1.208
H  0.299  -0.460  2.649
H  -2.796  0.180  -0.665
H  1.685  -2.718  -0.257
H  -8.026  -3.714  -1.437
H  0.615  3.173  -3.208
H  -1.298  -3.081  -1.625
H  -3.023  -1.346  -1.607
H  2.627  0.441  4.458
H  3.009  -1.760  -0.843
H  1.539  -2.365  -1.785
H  -3.484  -1.244  0.071
H  1.018  1.133  4.702
H  -1.051  1.836  3.894
H  2.013  1.516  3.279
H  3.268  -1.196  -5.629
H  1.945  0.242  -2.525
H  -3.539  1.742  5.614
H  -5.851  -2.667  -2.260
H  -6.947  1.592  -0.985
H  1.265  -2.142  -6.668

Results
Lowest unoccupied orbital energy (alpha / beta) in eV: -0.9 / -1.9
Expectation value of S²: 0.76
Total charge: 0
Spin multiplicity: 2
Energy in eV: -944533.2572
M in u: 2056.05

Mulliken population analysis, charges in e, atoms 1 to 5:
1 Br -0.08
2 Br -0.12
3 Br 0.11
4 Br -0.05
5 Br -0.07


The following is a quantum chemistry calculation of the molecule C3H5NOS in a non-equilibrium geometry, from the Open Molecules 2025 dataset.

Geometry (Å):
S  3.217  0.702  0.042
O  2.209  -2.188  -0.210
N  1.177  -1.705  0.187
C  1.677  0.534  0.342
C  0.707  -0.322  -0.378
C  -0.730  -0.106  0.051
H  -1.141  0.689  -0.624
H  0.986  -0.407  -1.352
H  1.135  0.946  1.249
H  -0.737  0.047  1.236
H  -1.307  -1.006  -0.234

Results
Lowest unoccupied orbital energy in eV: -1.1
Total charge: 0
SMILES: C[C@@H](C=S)N=O
Energy in eV: -17560.8735
M in u: 103.15

Mulliken population analysis, charges in e, atoms 1 to 5:
1 S -0.20
2 O -0.26
3 N 0.02
4 C -0.39
5 C 0.25


The following is a quantum chemistry calculation of a structure of composition CLi2O2 in a non-equilibrium geometry, from the Open Molecules 2025 dataset.

Geometry (Å):
O  0.027  0.748  0.225
O  -0.832  -1.412  -0.699
C  -1.446  -0.439  -0.693
Li  0.983  -0.732  0.238
Li  1.268  1.834  0.929

Results
Lowest unoccupied orbital energy in eV: -0.8
Total charge: 0
Energy in eV: -5540.7938
M in u: 57.89

From a Mulliken analysis of the wavefunction, the atomic charges in e read:
1 O -1.32
2 O -0.35
3 C 0.11
4 Li 0.79
5 Li 0.77